{"formula": "C32H28IO6", "method": "ωB97M-V with the def2-TZVPD basis set", "total_energy_ev": -54014.3682, "lumo_energy_ev": -5.281, "orbital_gap_ev": 5.151, "multiplicity": 1, "e_homo_ev": -10.432, "total_charge": 1, "symbols": ["C", "C", "O", "H", "H", "C", "C", "H", "C", "C", "H", "C", "C", "C", "C", "H", "H", "H", "H", "C", "H", "H", "H", "H", "C", "I", "C", "O", "H", "O", "H", "C", "C", "C", "H", "H", "C", "C", "C", "H", "C", "C", "C", "H", "C", "H", "H", "O", "C", "H", "H", "C", "C", "H", "C", "C", "H", "O", "C", "C", "C", "C", "H", "H", "H", "O", "H"], "positions_angstrom": [[4.23411, 0.92359, 0.65551], [1.08559, -4.97877, 1.10712], [1.72254, 3.29892, 0.63703], [1.58954, -7.08802, 1.02964], [-1.18270, 0.53651, -1.42403], [0.49213, 2.64076, 0.57003], [1.83200, 6.77490, -0.48517], [0.90916, 1.75526, -1.34375], [-1.03456, 1.20606, -0.59374], [-3.33508, 0.81309, 0.40354], [-3.66848, -1.48221, -3.62910], [-4.16546, -1.17775, -2.70321], [-5.38404, -0.36778, -0.31815], [3.04236, 0.05972, 2.54418], [2.27200, -3.42918, 2.52833], [4.06544, 0.02694, 4.43778], [4.26304, 1.15362, -0.40674], [0.98114, -4.78259, -1.02147], [1.82016, 5.72114, 1.42419], [1.93767, 5.35215, -2.44919], [6.21861, 1.65683, 1.05983], [1.76537, 7.76198, -0.02383], [-7.11018, -1.43496, -1.01192], [-5.85457, -0.03968, 0.61027], [-4.02644, 0.04194, -0.56218], [1.21688, -0.73965, 3.32945], [1.70387, -4.58535, -0.22190], [-6.21456, -2.35921, -3.27381], [-0.04471, -6.70561, 0.43446], [-0.13303, -4.23815, 1.33269], [1.87993, 7.50673, -2.51449], [0.70552, -6.46606, 1.19231], [5.32443, 1.19660, 1.48130], [5.27664, 0.87340, 2.83951], [-0.15616, 3.40444, 2.47218], [1.96840, 5.22751, -3.53589], [1.94057, 4.21227, -1.63341], [-5.54829, -2.78663, -4.48900], [0.18261, 1.86058, -0.53843], [1.95235, 3.21723, -2.07651], [-6.08614, -1.13861, -1.20896], [-3.48221, -0.37716, -1.81005], [-5.49218, -1.58192, -2.42619], [-6.26489, -3.41111, -5.02674], [1.89556, 4.38383, -0.24650], [0.29502, -6.68383, 2.18452], [-3.90971, 1.02767, 1.30397], [-0.99235, -2.16501, 1.44348], [-2.03212, 1.37971, 0.39995], [6.13442, 1.06831, 3.47925], [1.98570, -3.52632, -0.21802], [-0.01972, -2.88419, 1.61376], [4.12307, 0.29620, 3.38601], [2.25166, 0.06347, 0.54461], [-0.43452, 2.79509, 1.61458], [3.08956, 0.32514, 1.18514], [-2.49246, -0.06529, -2.09858], [2.01402, -4.74228, 2.18357], [-1.66833, 2.19377, 1.52023], [1.88698, 6.62297, -1.87382], [1.25101, -2.44672, 2.16188], [1.86754, 5.64958, 0.33948], [2.58827, -5.20830, -0.39641], [-5.27002, -1.91954, -5.10717], [-4.64651, -3.37138, -4.25256], [3.28549, -3.17133, 3.14876], [-2.40096, 2.32666, 2.32237]], "forces_ev_per_a": [[-0.082, -0.289, 0.237], [-0.232, -0.302, 0.638], [-0.932, -0.743, 0.114], [-0.091, 0.153, 0.026], [0.145, 0.177, 0.160], [0.717, 1.067, -0.021], [0.291, -0.250, 0.063], [-0.312, -0.168, 0.377], [0.190, 0.129, -0.038], [-0.324, -0.428, -0.655], [-0.234, 0.211, 0.475], [0.248, 0.173, 0.016], [0.328, 0.107, 0.106], [0.128, 0.220, 0.043], [0.210, 0.353, 0.668], [0.108, 0.085, -0.191], [0.070, -0.021, 0.191], [0.135, 0.131, 0.135], [-0.005, 0.041, -0.237], [0.117, -0.165, 0.276], [-0.239, -0.132, 0.151], [0.073, -0.268, -0.258], [0.092, 0.044, 0.037], [0.033, -0.182, -0.253], [-0.142, -0.051, -0.139], [0.958, -0.576, -0.928], [-0.008, -0.210, -0.056], [1.043, 0.922, 0.879], [0.105, 0.098, 0.080], [0.540, 0.798, -0.165], [-0.030, -0.285, 0.199], [0.088, 0.506, 0.068], [-0.091, -0.020, 0.089], [-0.302, -0.090, -0.123], [-0.112, -0.112, -0.194], [0.012, 0.122, 0.434], [0.025, 0.330, 0.221], [0.048, -0.002, -0.018], [-0.282, -0.425, -0.115], [0.120, 0.394, 0.111], [-0.126, -0.249, -0.376], [-0.175, -0.287, -0.271], [-0.158, -0.290, -0.321], [0.115, 0.185, 0.225], [-0.671, 0.288, -0.271], [0.099, 0.109, -0.225], [0.023, -0.004, -0.102], [0.197, -0.362, 0.003], [0.719, 0.286, 0.424], [-0.188, -0.070, -0.121], [-0.027, -0.220, -0.079], [-0.134, 0.355, 0.369], [-0.125, 0.096, -0.056], [0.083, 0.082, 0.085], [0.486, 0.066, -0.035], [-0.002, 0.151, -0.048], [-0.300, -0.174, -0.080], [-0.141, 0.674, -0.519], [-0.433, -0.411, -0.108], [-0.088, 0.078, -0.050], [-0.330, -1.440, -0.107], [-0.152, -0.155, -0.401], [-0.117, 0.233, 0.038], [-0.197, -0.249, 0.215], [-0.359, 0.126, -0.017], [-0.681, -0.172, -0.300], [0.277, 0.017, -0.271]]}



{"formula": "C8H5ClNO4W", "method": "ωB97M-V with the def2-TZVPD basis set", "total_energy_ev": -32369.4481, "lumo_energy_ev": -15.538, "orbital_gap_ev": 7.772, "multiplicity": 1, "de_lowest_kcal_mol": 3.3, "e_homo_ev": -23.310, "total_charge": 3, "symbols": ["W", "C", "O", "Cl", "O", "H", "C", "C", "C", "C", "C", "H", "O", "H", "H", "O", "C", "H", "C", "N"], "positions_angstrom": [[-1.87040, 0.06984, 0.52106], [2.05555, 1.12974, -0.99493], [-1.68998, -1.59466, -0.07296], [-1.27897, -0.00257, 2.77351], [-1.52867, 1.73589, 0.00762], [2.30779, -2.24762, -1.40004], [-2.99628, 0.11132, 2.30122], [1.92822, -1.28263, -1.07971], [0.67164, -1.18590, -0.52175], [0.79234, 1.12732, -0.44256], [2.65799, -0.10394, -1.26283], [-3.40466, 1.07670, 2.60572], [-0.25373, -3.44314, -0.67946], [-3.52365, -0.80197, 2.58290], [2.53818, 2.06825, -1.24884], [0.09413, 3.47208, -0.44752], [-0.03831, 2.34843, -0.34278], [3.65629, -0.14334, -1.68565], [-0.27256, -2.32199, -0.49447], [0.15509, -0.01181, -0.11851]], "forces_ev_per_a": [[-0.392, 0.099, -0.533], [0.134, 0.056, -0.045], [-0.294, 0.537, -0.043], [0.218, -0.019, 0.186], [-0.325, -0.524, -0.070], [0.038, 0.004, -0.003], [0.358, -0.063, 0.355], [0.133, -0.055, -0.051], [-0.044, 0.262, 0.145], [-0.127, -0.249, 0.114], [0.013, -0.006, -0.001], [-0.165, 0.005, -0.025], [-0.217, -0.052, -0.026], [-0.158, 0.015, -0.024], [0.024, -0.005, -0.001], [-0.226, 0.084, -0.017], [0.516, 0.276, 0.074], [0.010, 0.010, -0.012], [0.398, -0.381, 0.086], [0.106, 0.005, -0.109]]}



{"formula": "C18H22N2O3", "method": "ωB97M-V with the def2-TZVPD basis set", "total_energy_ev": -28141.7672, "lumo_energy_ev": -0.186, "orbital_gap_ev": 8.546, "multiplicity": 1, "de_lowest_kcal_mol": 131.8, "e_homo_ev": -8.732, "smiles": "C[C@]12CC[C@@H]3c4ccc(O)cc4[C@@H](N=O)C[C@H]3[C@@H]1CC[C@H]2N=O", "symbols": ["H", "C", "H", "O", "H", "H", "H", "C", "H", "H", "C", "H", "C", "C", "H", "C", "C", "H", "O", "H", "C", "C", "H", "N", "H", "H", "H", "C", "C", "C", "C", "H", "H", "H", "C", "H", "C", "C", "C", "N", "H", "H", "H", "C", "O"], "positions_angstrom": [[-3.07345, 1.80594, 0.16041], [2.55300, -1.30670, -0.94212], [-1.16441, -1.04556, -2.65139], [1.13101, -2.88572, -4.63468], [-2.56108, 2.68261, 5.29480], [-4.05644, 2.89340, 2.12444], [0.93552, 0.20212, 3.12118], [-0.70427, -0.07515, -2.47015], [1.00874, 1.82534, -1.57483], [-1.56091, -0.98034, 0.03533], [0.81849, -0.22997, -2.26279], [-0.90654, 0.49214, -3.39012], [-1.38488, 0.62964, -1.28679], [1.64262, -1.13175, -3.22784], [-1.15628, 1.06201, 4.63679], [1.03961, -0.94340, -0.91934], [0.13285, -0.43949, 2.77748], [0.94057, 0.70299, 0.46585], [-3.20711, 2.65731, 4.59861], [2.99226, -2.65496, -2.57909], [-2.69680, 2.03756, 3.50383], [-1.58115, 0.69325, 1.30530], [-1.05328, 1.69056, -1.23888], [-0.17066, -1.49820, 3.74524], [0.52948, -1.89945, -0.93584], [2.78271, -2.17857, -0.27361], [0.09817, -2.07783, 1.30140], [-3.20857, 2.24928, 2.23901], [1.46275, 1.17643, -2.30131], [0.44046, -0.23882, 0.27555], [-1.61857, 1.17004, 3.65989], [3.14442, -0.45947, -0.56197], [3.76511, -1.12843, -2.79528], [1.38245, 1.63420, -3.28809], [-2.63073, 1.61636, 1.14737], [-2.48318, 0.63949, -1.44634], [-1.08641, 0.44355, 2.56518], [-1.05715, -0.03304, 0.07248], [2.84178, -1.59702, -2.42078], [0.74848, -2.25436, -3.65906], [1.64081, -1.35166, 1.61744], [1.93061, -0.56300, -4.11897], [2.49653, 1.14331, -2.03455], [0.58803, -1.13747, 1.50138], [0.31537, -1.33721, 4.86486]], "forces_ev_per_a": [[0.376, -0.109, 0.522], [-0.227, -0.009, 1.094], [0.030, -0.168, 0.228], [-0.381, 1.395, 1.677], [0.410, -0.141, 0.447], [-0.266, 0.335, -0.114], [0.252, 0.054, 0.463], [0.096, -0.008, -0.578], [-0.315, 0.392, 0.205], [-0.025, -0.948, 0.075], [-0.135, 0.309, 0.169], [0.077, 0.044, 0.158], [0.063, 0.620, 0.381], [-1.375, 0.840, -0.527], [-0.113, -0.133, 0.033], [0.953, -0.016, -0.207], [-0.250, 0.092, -0.595], [0.081, 0.466, 0.003], [-0.978, 0.570, -0.557], [0.025, -0.411, -0.064], [1.270, -0.819, 0.407], [-1.021, 0.335, -1.452], [-0.311, -0.495, -0.100], [0.548, 0.120, 2.549], [-0.397, -0.425, -0.476], [-0.179, 0.736, -0.672], [-0.456, -0.311, 0.197], [0.008, -0.113, -0.232], [-0.392, -0.580, 0.042], [-0.116, -0.970, 0.088], [0.368, -0.537, -0.750], [-0.068, -0.208, -0.153], [-0.365, -0.009, 0.245], [-0.122, -0.084, -0.017], [-0.337, -0.196, 0.280], [0.632, -0.023, 0.007], [-0.185, 0.815, 1.158], [0.105, 1.120, -0.269], [0.738, -0.225, 0.023], [0.803, -1.275, -1.303], [0.383, -0.282, 0.168], [-0.007, -0.300, -0.090], [0.886, -0.103, 0.046], [0.740, 0.791, -0.158], [-0.824, -0.135, -2.352]]}



{"formula": "C13H26HgN5O9P2", "method": "ωB97M-V with the def2-TZVPD basis set", "total_energy_ev": -62535.1455, "lumo_energy_ev": [0.097, -1.647], "orbital_gap_ev": [8.025, 6.999], "multiplicity": 2, "de_lowest_kcal_mol": 0.0, "e_homo_ev": [-7.927, -8.645], "symbols": ["O", "H", "O", "C", "H", "C", "H", "C", "H", "C", "H", "H", "C", "H", "O", "O", "H", "N", "N", "H", "H", "P", "O", "O", "C", "H", "H", "N", "C", "H", "H", "C", "Hg", "C", "H", "C", "H", "H", "C", "H", "N", "H", "N", "H", "C", "H", "H", "H", "C", "H", "P", "H", "O", "H", "O", "O"], "positions_angstrom": [[-2.42260, -1.91121, 1.91659], [4.40022, -0.69074, -2.12899], [-3.38397, 3.18064, -1.70981], [0.64408, 0.72126, -3.24650], [2.70069, 1.47199, 1.21081], [-2.78335, 2.97284, 0.94508], [-0.86567, 1.48883, 2.66013], [1.67915, 0.22758, -2.45267], [-1.49604, 3.33963, -3.46421], [-0.92674, -4.71340, 2.09460], [-0.96888, -4.31212, -1.14398], [-1.16542, -4.85231, 3.14900], [3.06864, 0.51182, 0.84488], [2.02845, -0.78189, -2.61959], [1.07277, -3.46743, 2.72578], [-2.62805, 1.17784, -1.94348], [-2.16610, 0.76270, 2.01540], [-2.86725, 2.15149, -1.24735], [-3.46378, 4.10868, 0.73337], [2.22866, 2.97716, -0.57945], [-3.71437, 4.31503, -0.22073], [-0.93592, -1.96532, 2.50580], [1.12655, -2.03691, -0.15154], [1.31369, -4.59220, -0.07958], [-0.09154, -3.45445, 1.88393], [4.22317, 1.37573, -0.74332], [3.92735, 0.21786, 1.45104], [-2.51489, 2.03219, 0.04402], [1.77728, 2.32119, -1.31593], [-0.34225, -5.56699, 1.75056], [-1.64165, 1.76054, -4.23284], [3.46525, 0.59050, -0.63746], [-0.56157, -0.32646, -0.41667], [2.28054, 1.03002, -1.47883], [2.28513, -0.23543, 0.97917], [4.08702, -0.73019, -1.08394], [-1.84502, -4.66629, 1.50691], [0.36824, 3.80803, -1.93563], [-0.93957, 2.54878, -3.96646], [-2.60529, 3.36819, 2.91733], [-1.87915, 1.49818, 2.64907], [1.82251, -3.77818, 2.19731], [-2.35324, 2.72819, 2.18577], [-0.52111, 2.95993, -4.88821], [0.15567, 2.01259, -3.08506], [-3.60054, 4.77996, 1.46637], [0.22459, 0.08425, -4.01749], [4.96547, -0.94883, -0.47526], [0.73433, 2.79895, -2.09367], [-2.96949, -2.67964, 2.13627], [0.49431, -3.37796, 0.12273], [-0.39482, -2.24399, 4.55034], [-0.91688, -3.45409, -0.69804], [3.37651, -1.54506, -0.95037], [-0.26431, -0.66981, 2.32005], [-1.22082, -2.32165, 4.04473]], "forces_ev_per_a": [[0.144, -0.224, 0.059], [-0.004, -0.037, 0.001], [0.099, -0.147, 0.231], [0.054, -0.081, 0.048], [0.005, -0.005, 0.026], [-0.164, 0.255, -0.528], [0.000, -0.033, -0.163], [0.075, 0.167, 0.007], [-0.009, -0.014, -0.052], [0.019, -0.004, 0.010], [-0.024, 0.151, 0.048], [-0.005, 0.047, 0.003], [-0.003, -0.010, -0.129], [0.017, -0.020, 0.056], [-0.019, -0.092, 0.023], [-0.125, 0.105, 0.175], [-0.120, 0.032, -0.006], [-0.266, 0.229, -0.331], [0.038, 0.011, -0.016], [0.004, -0.019, 0.024], [0.007, 0.022, -0.075], [-0.351, -0.241, 0.507], [-0.631, 0.455, -0.013], [-0.092, -0.141, 0.117], [0.118, 0.277, -0.105], [-0.015, 0.003, 0.008], [0.003, 0.031, 0.026], [0.406, -0.606, 0.449], [-0.016, -0.022, -0.011], [-0.034, 0.001, -0.011], [0.002, 0.051, -0.018], [-0.037, -0.085, 0.144], [0.368, 0.033, -0.120], [0.038, 0.009, -0.131], [0.008, -0.015, 0.046], [-0.061, 0.116, 0.001], [-0.020, -0.071, 0.014], [0.013, 0.007, -0.020], [0.104, -0.023, -0.057], [-0.181, 0.013, 0.018], [0.065, 0.010, 0.188], [-0.042, -0.063, 0.017], [0.080, 0.153, 0.207], [0.005, 0.018, 0.002], [-0.061, 0.027, -0.026], [0.004, -0.020, 0.023], [-0.051, -0.004, 0.033], [0.009, 0.012, -0.008], [-0.050, 0.017, 0.037], [0.076, 0.132, -0.074], [0.123, -0.226, -0.234], [-0.207, -0.113, -0.013], [0.233, -0.117, 0.053], [0.000, -0.063, -0.030], [0.146, -0.010, -0.341], [0.324, 0.123, -0.089]]}



What is the formula in the second record?
C8H5ClNO4W



Number 1 is which compound?
C32H28IO6